[1]
Molecular formula: C3H3O2Sn
Method: DFT, wB97M-V/def2-TZVPD

## Properties
**Strongest force on any atom**: 4.56 eV Å⁻¹
**HOMO energy (alpha / beta)**: -2.1 / -1.8 eV
**Orbital gap (alpha / beta)**: 5.53 / 5.37 eV
**Energy above the lowest of the compared OMol25 structures with the same formula, charge and spin**: 0.0 kJ/mol
**Net charge**: -1
**E_LUMO (alpha / beta)**: 3.46 / 3.53 eV

The geometry in XYZ format:
```
9
C3H3O2Sn (wB97M-V/def2-TZVPD)
O 1.74812 0.83832 -0.55080
Sn -0.91121 1.79671 2.78674
O -0.91326 0.13445 1.58655
C -0.07735 0.80028 0.93510
C 0.74400 0.25395 -0.14223
C -0.01655 -0.76997 -0.97898
H -0.99239 -0.38015 -1.30498
H -0.15559 -1.71925 -0.44295
H 0.57424 -0.95433 -1.88845
```

Here are the Löwdin charges for atoms 1 to 5, given in e:
1. O -0.0722
2. Sn 0.5480
3. O -0.5176
4. C -0.5326
5. C -0.5531


[2]
Molecular formula: C3H3O2Sr
Method: DFT, wB97M-V/def2-TZVPD

## Properties
**Strongest force on any atom**: 6.59 eV Å⁻¹
**HOMO energy (alpha / beta)**: -16.3 / -16.1 eV
**Orbital gap (alpha / beta)**: 6.39 / 6.19 eV
**Energy above the lowest of the compared OMol25 structures with the same formula, charge and spin**: 268.0 kJ/mol
**Net charge**: +2
**Multiplicity**: 2
**E_LUMO (alpha / beta)**: -9.92 / -9.91 eV

The geometry in XYZ format:
```
9
C3H3O2Sr (wB97M-V/def2-TZVPD)
C -3.19022 1.17781 0.66237
C -2.41205 2.03680 -0.10414
H -3.58138 1.16177 1.67909
H -1.86200 2.85098 0.39017
H -2.63923 2.19767 -1.16461
O -1.67850 -0.34412 0.55094
C -0.89636 0.28456 -0.13621
Sr 2.21755 0.14846 -1.87536
O 0.18971 0.18876 -0.61509
```

Here are the Löwdin charges for atoms 1 to 5, given in e:
1. C 0.2374
2. C -0.0757
3. H 0.1005
4. H 0.0847
5. H 0.0867


[3]
Molecular formula: C3H3O3P
Method: DFT, wB97M-V/def2-TZVPD

## Properties
**Strongest force on any atom**: 4.64 eV Å⁻¹
**HOMO energy**: 2.3 eV
**Orbital gap**: 5.09 eV
**Energy above the lowest of the compared OMol25 structures with the same formula, charge and spin**: 110.1 kJ/mol
**Net charge**: -2
**E_LUMO**: 7.35 eV

The geometry in XYZ format:
```
10
C3H3O3P (wB97M-V/def2-TZVPD)
C -2.16187 -0.11812 -0.43782
C -0.95390 0.24418 0.23822
C 0.47374 0.45382 0.02542
P 2.15743 -0.22806 -0.11370
O 2.58344 -1.60536 0.38420
O 3.10226 0.51418 -0.98284
O 1.49256 0.74626 1.16949
H -3.12689 0.01015 -0.09816
H -2.17830 -0.74627 -1.39968
H -1.38846 0.72921 1.21487
```

Here are the Löwdin charges for atoms 1 to 5, given in e:
1. C -0.2343
2. C -0.3382
3. C -0.3336
4. P 0.2813
5. O -0.4817


[4]
Molecular formula: C3H3O3P
Method: DFT, wB97M-V/def2-TZVPD

## Properties
**Strongest force on any atom**: 2.24 eV Å⁻¹
**HOMO energy (alpha / beta)**: -7.8 / -7.8 eV
**Orbital gap (alpha / beta)**: 7.03 / 7.02 eV
**Energy above the lowest of the compared OMol25 structures with the same formula, charge and spin**: 237.5 kJ/mol
**E_LUMO (alpha / beta)**: -0.82 / -0.77 eV

The geometry in XYZ format:
```
10
C3H3O3P (wB97M-V/def2-TZVPD)
C -4.03996 1.21168 0.14657
C 0.34152 0.01700 0.23195
C -0.20908 -0.95534 -0.46001
O -3.99832 2.32574 -0.20266
O -4.12681 0.11865 0.47583
O -0.59030 -2.10258 0.21291
P -1.94105 -2.92311 -0.04601
H 0.26295 -0.06311 1.38056
H 0.74099 0.86984 -0.28378
H -0.48946 -0.91091 -1.49763
```

Here are the Löwdin charges for atoms 1 to 5, given in e:
1. C -0.4191
2. C 0.0184
3. C -0.3453
4. O 0.1928
5. O 0.1944


[5]
Molecular formula: C3H3O3Tb
Method: DFT, wB97M-V/def2-TZVPD

## Properties
**Strongest force on any atom**: 5.35 eV Å⁻¹
**HOMO energy (alpha / beta)**: -21.8 / -24.1 eV
**Orbital gap (alpha / beta)**: 6.62 / 8.41 eV
**Energy above the lowest of the compared OMol25 structures with the same formula, charge and spin**: 185.9 kJ/mol
**Net charge**: +3
**Multiplicity**: 8
**E_LUMO (alpha / beta)**: -15.17 / -15.65 eV

The geometry in XYZ format:
```
10
C3H3O3Tb (wB97M-V/def2-TZVPD)
O -2.87148 3.94615 0.73509
Tb 0.82050 1.18871 -0.02450
O -1.01217 2.67374 0.22123
C -1.93180 3.35126 0.47065
O 1.20692 -2.21436 -0.26038
C 1.85565 -1.09281 -0.44546
H 2.87317 -1.26817 -0.83548
C 1.66242 -3.41922 -0.51460
H 2.70791 -3.53800 -0.80683
H 0.97706 -4.23225 -0.28836
```

Here are the Löwdin charges for atoms 1 to 5, given in e:
1. O 0.4207
2. Tb 2.3787
3. O -0.0420
4. C -0.2775
5. O -0.0731


[6]
Molecular formula: C3H3O4P
Method: DFT, wB97M-V/def2-TZVPD

## Properties
**Strongest force on any atom**: 4.59 eV Å⁻¹
**HOMO energy (alpha / beta)**: 1.9 / 1.9 eV
**Orbital gap (alpha / beta)**: 4.06 / 4.06 eV
**Energy above the lowest of the compared OMol25 structures with the same formula, charge and spin**: 310.6 kJ/mol
**Net charge**: -2
**E_LUMO (alpha / beta)**: 5.97 / 5.97 eV

The geometry in XYZ format:
```
11
C3H3O4P (wB97M-V/def2-TZVPD)
C -2.91707 -0.29568 -0.20236
C 2.21097 -0.33307 -0.19410
C 1.25425 0.25528 0.75605
O -3.42093 -0.79675 0.81123
O 1.93684 -0.37266 -1.46860
O -2.95339 0.23424 -1.24366
O 3.37559 -0.58065 0.29032
P -0.42574 0.16462 0.29624
H 1.46214 0.10447 1.77756
H -0.03037 0.05380 -1.07770
H -0.49228 1.56640 0.25502
```

Here are the Löwdin charges for atoms 1 to 5, given in e:
1. C -0.6730
2. C -0.8791
3. C -0.4890
4. O -0.0544
5. O -0.2538


[7]
Molecular formula: C3H3OSn
Method: DFT, wB97M-V/def2-TZVPD

## Properties
**Strongest force on any atom**: 7.93 eV Å⁻¹
**HOMO energy**: -13.6 eV
**Orbital gap**: 7.35 eV
**Net charge**: +1
**E_LUMO**: -6.23 eV

The geometry in XYZ format:
```
8
C3H3OSn (wB97M-V/def2-TZVPD)
C 0.46878 -2.69260 0.31009
C -0.45255 -2.03768 0.93210
H 0.82369 -3.59238 -0.18291
H -1.44672 -1.96434 1.36153
C 0.92697 -1.18484 0.70215
O 1.64344 -0.88165 1.81122
Sn 3.32627 -0.50391 1.81967
H 0.75201 -0.38684 -0.03977
```

Here are the Löwdin charges for atoms 1 to 5, given in e:
1. C 0.0227
2. C 0.0450
3. H 0.1016
4. H 0.1114
5. C -0.3946


[8]
Molecular formula: C3H4
Method: DFT, wB97M-V/def2-TZVPD

## Properties
**Strongest force on any atom**: 4.01 eV Å⁻¹
**HOMO energy**: -8.5 eV
**Orbital gap**: 9.57 eV
**Energy above the lowest of the compared OMol25 structures with the same formula, charge and spin**: 387.6 kJ/mol
**E_LUMO**: 1.07 eV

The geometry in XYZ format:
```
7
C3H4 (wB97M-V/def2-TZVPD)
C -0.74915 -0.63544 -0.03697
C -0.90706 0.67175 -0.11525
C 0.49088 -0.01559 -0.31546
H -1.09176 -1.55847 0.13478
H -1.54934 1.61250 0.16782
H 1.61000 -0.29305 1.04744
H 1.17306 -0.01048 -1.12805
```

Here are the Löwdin charges for atoms 1 to 5, given in e:
1. C -0.1480
2. C -0.0089
3. C -0.1845
4. H 0.0574
5. H 0.1319